# 1
{"formula": "C5H7NO", "method": "ωB97M-V/def2-TZVPD", "spin_multiplicity": 1, "smiles": "O/C=C1\\[C@H]2CCN12", "homo_energy_ev": -8.538, "elements": ["O", "C", "C", "C", "C", "C", "N", "H", "H", "H", "H", "H", "H", "H"], "coordinates": [[0.48750, -2.64255, -1.16164], [0.55119, -1.90503, -0.01593], [0.62827, -0.58924, 0.03377], [0.53344, 0.72836, -0.54858], [-0.86764, 1.29402, -0.30523], [-0.62775, 0.98429, 1.19132], [0.76599, 0.48894, 0.93871], [0.53738, -2.52452, 0.87451], [0.64443, -2.04296, -1.90361], [1.29477, 1.18336, -1.17869], [-1.68971, 0.77089, -0.80245], [-0.94333, 2.36434, -0.50895], [-1.26316, 0.22212, 1.65215], [-0.60006, 1.87227, 1.82690]], "forces_ev_per_a": [[0.0132, 0.1117, -0.2518], [0.0628, 0.2581, 0.3163], [-0.0718, -0.2722, -0.0497], [0.1147, 0.1036, -0.3759], [-0.0880, 0.0499, -0.0683], [-0.2437, 0.0804, 0.2028], [0.0887, -0.1209, 0.2460], [0.1114, 0.1030, -0.0814], [-0.0948, -0.1606, 0.0221], [-0.1032, -0.1017, 0.1184], [0.1391, 0.0978, 0.0543], [0.0281, -0.1485, 0.0316], [0.0606, 0.1260, -0.0594], [-0.0171, -0.1266, -0.1052]]}

# 2
{"formula": "C5H7NO", "method": "ωB97M-V/def2-TZVPD", "spin_multiplicity": 1, "smiles": "CC[C@@]1(C#N)CO1", "homo_energy_ev": -11.026, "elements": ["C", "C", "C", "C", "O", "C", "N", "H", "H", "H", "H", "H", "H", "H"], "coordinates": [[-1.85516, 0.14839, -0.02045], [-0.57246, -0.56303, 0.40775], [0.72080, -0.01881, -0.20673], [1.97744, -0.11879, 0.55276], [1.74174, -0.94776, -0.56645], [0.56815, 0.98805, -1.25687], [0.40597, 1.68552, -2.16511], [-1.85919, 1.20062, 0.28342], [-2.71632, -0.33561, 0.45002], [-1.99655, 0.11468, -1.10435], [-0.47918, -0.50181, 1.49806], [-0.62082, -1.62607, 0.15060], [2.76044, 0.63259, 0.47927], [1.92514, -0.65798, 1.49807]], "forces_ev_per_a": [[-0.0439, 0.0255, -0.0476], [-0.0033, -0.0694, 0.0394], [-0.1739, 0.0647, 0.0051], [0.1161, 0.1648, 0.2149], [-0.0446, -0.3105, -0.0450], [-0.1501, 0.5743, -0.7342], [0.1805, -0.5285, 0.9715], [0.0475, -0.1522, -0.0512], [0.1271, 0.0667, -0.0711], [0.0273, -0.0100, 0.1306], [0.0082, -0.0581, -0.1762], [0.0017, 0.1118, -0.0140], [-0.0781, -0.1135, -0.2033], [-0.0145, 0.2343, -0.0188]]}

# 3
{"formula": "C5H7NO", "method": "ωB97M-V/def2-TZVPD", "spin_multiplicity": 1, "homo_energy_ev": [-7.356, -7.176], "elements": ["C", "C", "C", "O", "C", "N", "C", "H", "H", "H", "H", "H", "H", "H"], "coordinates": [[0.69158, 1.55699, 0.75077], [0.30913, 0.94849, -0.39828], [0.92570, -1.16515, -0.63905], [0.28060, -1.71077, 0.40095], [-0.95314, -1.37027, 0.71163], [-1.68572, -0.40360, 0.15185], [-1.13148, 0.61682, -0.45130], [0.11009, 1.45262, 1.66219], [1.59133, 2.16689, 0.79995], [0.81087, 1.20524, -1.32986], [1.91950, -1.59323, -0.73129], [0.33298, -1.05158, -1.54386], [-1.39166, -2.03392, 1.44655], [-1.80979, 1.38146, -0.83026]], "forces_ev_per_a": [[0.2394, 0.0136, 0.0606], [-0.0391, 0.4111, 0.0337], [0.0508, 0.0443, -0.5121], [0.3670, -0.3175, 0.3674], [-0.8772, 0.3297, -0.0835], [0.3480, -0.3308, 0.3443], [-0.1474, -0.0306, -0.1134], [0.0195, 0.0068, -0.1447], [-0.1040, -0.1810, 0.0204], [-0.0509, -0.0400, 0.1199], [-0.0820, 0.1836, 0.0038], [0.0998, -0.0584, 0.0545], [0.0434, 0.1104, -0.0980], [0.1328, -0.1412, -0.0529]]}